ORCA calculation (wB97M-V/def2-TZVPD) on a structure of composition C9H10CoN2O.

Structure (XYZ):
```
23
Properties=species:S:1:pos:R:3:forces:R:3
C -0.378089 1.899201 -0.184432 1.89 0.82 -0.36
C 0.354517 1.430539 -1.328385 0.32 1.03 1.33
C 1.704933 1.164270 -0.910394 -0.55 0.66 0.93
C 1.822820 1.470077 0.496337 -1.41 0.81 -1.06
C 0.519669 1.916219 0.955044 0.75 0.47 -1.80
Co 0.208763 -0.438305 0.515893 2.26 0.73 -4.10
C -0.166402 -1.641017 -1.442713 0.42 -0.84 -0.54
C -1.373580 -1.100926 -1.082529 -0.88 -0.61 -0.16
C -2.681538 -0.892659 -1.252862 0.00 0.74 0.75
N -1.247741 -0.513434 1.240981 -5.74 -0.24 2.46
H 2.518532 0.850030 -1.555137 -0.10 -0.19 0.09
H -0.035790 1.354877 -2.342501 0.05 -0.21 0.29
H 2.736524 1.463580 1.084850 -0.26 -0.32 -0.06
H 0.306139 2.364955 1.922580 -0.05 -0.44 -0.11
H -1.381250 2.313276 -0.203997 0.03 -0.50 0.12
H 0.403871 -1.224792 -2.287976 -0.29 -0.01 0.59
H -1.944200 -0.734217 1.951878 -0.10 -0.20 -0.13
H 0.133056 -2.662831 -1.142399 -0.38 0.63 -0.04
H -3.407101 -1.226204 -2.030283 1.10 -0.26 -0.03
H -3.175553 -0.263827 -0.504525 0.20 -0.17 -0.19
O 2.194487 -2.428881 3.614329 0.70 -0.98 1.81
C 1.670705 -1.837297 2.716165 -1.15 1.81 -3.48
N 1.217226 -1.262635 1.770078 3.20 -2.73 3.69
```
Positions in Å, forces in eV/Å.

Calculated values
2S+1: 4
Net charge: -2
Energy relative to the best compared isomer or geometry (same formula, charge and spin), eV: 2.5523
Expectation value of S²: 4.0273
HOMO-LUMO gap (spin up / spin down), eV: 4.91 / 4.06
E, hartree: -1916.18270